{"formula": "FO5P", "method": "ωB97M-V/def2-TZVPD", "homo_ha": [-0.4383, -0.4488], "homo_lumo_gap_ev": [7.92, 8.88], "e_tot_ha": -817.142967, "elements": ["O", "O", "O", "O", "O", "F", "P"], "positions_angstrom": [[-0.91, -1.41, -0.95], [1.31, 0.12, -0.43], [1.71, 1.29, -0.33], [0.77, -1.12, 1.10], [-0.77, 0.75, 0.64], [-1.92, 1.04, -0.08], [-0.19, -0.65, 0.04]], "lowdin_charge": [-0.166, -0.110, 0.142, -0.129, -0.100, -0.048, 0.411]}

***

{"formula": "C45H44IN4OSb2Ti", "method": "ωB97M-V/def2-TZVPD", "total_charge": 2, "homo_ha": [-0.4789, -0.4789], "s2": 0.757, "multiplicity": 2, "homo_lumo_gap_ev": [7.52, 7.58], "e_tot_ha": -3662.650975, "elements": ["Ti", "C", "C", "C", "Sb", "C", "C", "C", "C", "C", "C", "C", "C", "C", "C", "C", "C", "Sb", "C", "C", "C", "C", "C", "C", "C", "C", "C", "C", "C", "C", "H", "H", "H", "H", "H", "H", "H", "H", "H", "H", "H", "H", "H", "H", "H", "H", "H", "H", "H", "H", "H", "H", "H", "H", "H", "H", "C", "C", "C", "C", "N", "C", "C", "C", "C", "C", "C", "C", "H", "H", "H", "H", "H", "H", "H", "H", "C", "N", "C", "N", "O", "H", "H", "H", "H", "H", "H", "I", "C", "C", "C", "C", "N", "C", "H", "H", "H", "H"], "positions_angstrom": [[0.84, -1.06, 0.15], [-0.76, 0.07, -2.41], [-0.96, 1.56, -2.19], [0.33, 2.30, -1.85], [0.97, 1.87, 0.15], [2.62, 3.14, 0.40], [2.50, 4.48, 0.02], [3.57, 5.35, 0.22], [4.74, 4.89, 0.79], [4.86, 3.56, 1.18], [3.80, 2.69, 0.98], [-0.53, 2.85, 1.27], [-0.45, 2.75, 2.65], [-1.40, 3.37, 3.46], [-2.44, 4.09, 2.88], [-2.51, 4.20, 1.50], [-1.56, 3.59, 0.70], [-2.54, -1.18, -2.33], [-3.84, 0.01, -3.50], [-4.32, 1.26, -3.11], [-5.19, 1.96, -3.92], [-5.60, 1.42, -5.13], [-5.14, 0.18, -5.53], [-4.27, -0.53, -4.71], [-3.19, -0.48, -0.41], [-2.36, -0.17, 0.66], [-2.85, 0.23, 1.89], [-4.22, 0.30, 2.08], [-5.08, -0.01, 1.04], [-4.57, -0.39, -0.20], [-0.07, -0.31, -1.62], [-0.22, -0.14, -3.34], [-1.71, 1.71, -1.40], [-1.40, 1.97, -3.10], [0.24, 3.38, -1.95], [1.14, 1.99, -2.52], [1.59, 4.86, -0.41], [3.48, 6.39, -0.07], [5.57, 5.57, 0.95], [5.78, 3.21, 1.63], [3.90, 1.65, 1.27], [0.36, 2.20, 3.12], [-1.32, 3.30, 4.54], [-3.17, 4.57, 3.51], [-3.31, 4.78, 1.05], [-1.64, 3.72, -0.38], [-4.02, 1.68, -2.15], [-5.56, 2.93, -3.60], [-6.29, 1.97, -5.76], [-5.47, -0.25, -6.47], [-3.92, -1.50, -5.04], [-1.27, -0.21, 0.54], [-2.17, 0.50, 2.69], [-4.62, 0.62, 3.04], [-6.15, 0.05, 1.18], [-5.26, -0.61, -1.00], [1.80, -0.70, 4.46], [3.19, -0.57, 4.45], [3.87, -0.58, 3.25], [3.16, -0.74, 2.05], [1.82, -0.89, 2.08], [1.16, -0.85, 3.26], [3.75, -0.70, 0.71], [5.14, -0.68, 0.51], [5.65, -0.59, -0.77], [4.78, -0.53, -1.85], [3.41, -0.58, -1.66], [2.86, -0.67, -0.38], [1.24, -0.67, 5.38], [3.74, -0.44, 5.38], [4.94, -0.45, 3.23], [0.08, -0.94, 3.20], [5.82, -0.73, 1.35], [6.72, -0.57, -0.92], [5.18, -0.45, -2.86], [2.76, -0.56, -2.53], [-2.50, -4.04, 0.20], [-1.56, -4.34, 1.26], [-0.56, -3.54, 1.61], [0.24, -3.91, 2.62], [-0.36, -2.45, 0.99], [-3.31, -3.39, 0.55], [-2.92, -4.97, -0.17], [-1.98, -3.55, -0.62], [-1.76, -5.13, 1.86], [0.10, -4.77, 3.13], [0.96, -3.29, 2.93], [3.04, -6.49, 0.92], [2.15, -5.20, -0.43], [1.67, -5.63, -1.66], [1.07, -4.71, -2.51], [0.94, -3.40, -2.09], [1.40, -2.98, -0.91], [2.01, -3.86, -0.11], [1.76, -6.67, -1.95], [0.70, -5.01, -3.48], [0.46, -2.66, -2.72], [2.41, -3.46, 0.82]], "lowdin_charge": [0.822, -0.407, -0.365, -0.327, 1.587, -0.359, -0.114, -0.062, -0.060, -0.064, -0.117, -0.380, -0.155, -0.077, -0.064, -0.061, -0.115, 1.503, -0.417, -0.138, -0.068, -0.063, -0.071, -0.148, -0.394, -0.163, -0.075, -0.059, -0.058, -0.130, -0.038, 0.069, 0.066, 0.120, 0.063, 0.069, 0.100, 0.115, 0.115, 0.110, 0.066, 0.090, 0.111, 0.113, 0.113, 0.094, 0.093, 0.111, 0.113, 0.112, 0.086, 0.023, 0.096, 0.114, 0.115, 0.104, -0.029, -0.011, 0.025, -0.230, -0.017, -0.141, -0.248, -0.022, -0.047, -0.050, -0.107, -0.248, 0.122, 0.127, 0.120, 0.117, 0.113, 0.117, 0.116, 0.099, -0.037, 0.073, -0.529, 0.232, -0.138, 0.094, 0.102, 0.016, 0.158, 0.131, 0.097, 0.968, -0.709, -0.091, -0.014, -0.102, -0.025, -0.210, 0.115, 0.125, 0.097, 0.096]}

***

{"formula": "C3H10NOS", "method": "ωB97M-V/def2-TZVPD", "total_charge": 1, "homo_ha": -0.5005, "homo_lumo_gap_ev": 10.32, "e_tot_ha": -648.231755, "elements": ["C", "O", "C", "C", "S", "N", "H", "H", "H", "H", "H", "H", "H", "H", "H", "H"], "positions_angstrom": [[0.66, -0.40, -1.25], [1.89, -1.00, -0.95], [-0.09, -0.29, 0.05], [-1.39, 0.44, -0.03], [-2.17, 0.78, 1.58], [0.89, 0.45, 1.02], [0.12, -0.97, -2.02], [0.72, 0.62, -1.66], [2.45, -1.09, -1.74], [-0.20, -1.24, 0.57], [-2.09, -0.16, -0.61], [-1.38, 1.41, -0.55], [-2.70, -0.40, 1.82], [1.80, 0.55, 0.57], [1.00, -0.05, 1.90], [0.48, 1.34, 1.30]], "lowdin_charge": [-0.218, -0.036, -0.324, -0.520, 0.782, 0.217, 0.149, 0.140, 0.119, 0.155, 0.098, 0.095, -0.126, 0.159, 0.170, 0.139]}